C2H17O14 | ωB97M-V with the def2-TZVPD basis set

Structure (XYZ):
```
33
Properties=species:S:1:pos:R:3:forces:R:3:mulliken_charge:R:1
O -0.340 -0.010 0.122 -1.4 0.1 -0.2 -1.023
H 0.174 0.800 0.169 1.0 1.5 -0.2 0.588
H 0.038 -0.644 -0.493 0.8 -1.2 -1.1 0.486
H -0.345 -0.380 1.007 -0.2 -1.0 1.6 0.491
C -0.679 -3.951 3.995 1.1 -2.9 1.7 0.574
O -0.660 -2.768 3.742 -0.3 5.2 -1.4 -0.671
O -1.346 -4.835 3.457 -2.9 -1.8 -2.6 -0.701
O 0.060 -4.414 4.914 2.0 -0.1 2.4 -0.727
C 2.609 -3.595 -2.837 -0.7 -0.9 1.3 0.557
O 3.529 -3.161 -3.529 3.4 1.2 -2.4 -0.748
O 2.680 -4.660 -2.182 0.6 -2.0 0.9 -0.731
O 1.560 -2.917 -2.763 -3.3 2.3 0.1 -0.718
O 2.825 1.570 -3.378 -0.1 0.6 0.0 -0.727
H 3.714 1.830 -3.621 0.2 0.0 0.0 0.318
H 2.826 0.616 -3.449 -0.1 -0.7 0.1 0.373
O 1.104 0.583 5.870 0.1 0.5 0.4 -0.717
H 1.881 0.655 5.316 0.1 -0.1 -0.2 0.320
H 0.558 -0.072 5.435 -0.2 -0.5 -0.2 0.376
O 1.984 3.483 1.735 -0.1 0.1 -0.5 -0.923
H 1.800 4.207 2.333 -0.2 0.2 0.3 0.423
H 2.780 3.080 2.083 0.3 -0.3 0.1 0.401
O -4.516 -2.478 -0.998 0.0 -0.1 -0.3 -0.643
H -5.279 -2.632 -0.441 -0.1 -0.1 0.2 0.299
H -4.493 -1.528 -1.117 0.1 0.3 0.0 0.325
O 1.013 5.523 -1.903 -0.2 0.5 -0.2 -0.811
H 1.337 5.498 -1.003 0.1 -0.2 0.3 0.386
H 1.485 4.819 -2.348 0.1 -0.4 -0.1 0.343
O -2.954 4.719 0.610 -0.4 0.1 -0.1 -0.877
H -3.003 5.124 1.476 0.0 0.0 0.3 0.390
H -2.074 4.927 0.297 0.4 -0.1 -0.2 0.378
O -2.945 -3.173 -4.506 -0.4 0.1 -0.4 -0.704
H -3.306 -3.243 -3.622 0.0 -0.1 0.3 0.332
H -2.018 -2.974 -4.371 0.5 0.0 0.1 0.362
```
Positions in Å, forces in eV/Å.

Results
2S+1 = 1
E_tot = -31004.3495 eV
net charge = -3
E_HOMO = 3.092 eV
frontier orbital gap = 1.837 eV